Entry 1:
ORCA calculation (ωB97M-V with the def2-TZVPD basis set) on a single C6H9N molecule.

Each line ends with the Löwdin charge.
Element x y z (Å)
C: 2.54 -0.36 -0.13  -0.034
C: 1.09 0.00 -0.01  -0.314
C: 0.00 -0.77 0.17  -0.008
C: -1.16 0.15 0.20  -0.426
C: -2.55 -0.29 -0.15  -0.072
C: -0.69 1.53 -0.05  -0.033
N: 0.65 1.34 -0.09  0.006
H: 3.14 0.11 0.66  0.081
H: 2.66 -1.45 -0.04  0.080
H: 2.95 -0.05 -1.09  0.082
H: -0.02 -1.84 0.27  0.113
H: -3.24 0.54 -0.05  0.078
H: -2.86 -1.13 0.47  0.074
H: -2.58 -0.62 -1.19  0.077
H: -1.23 0.74 1.20  0.167
H: 1.29 2.11 -0.17  0.129

Values from the calculation:
Largest force on an atom   1.0 eV/Å
ΔE to the lowest compared entry with this formula, charge and spin   58.5 kcal per mole
Total charge   0



Entry 2:
ORCA calculation (ωB97M-V with the def2-TZVPD basis set) on a single C9H13ClN2O4P2 molecule at a distorted geometry.

Each line ends with the Löwdin charge.
Element x y z (Å)
N: -2.30 0.35 3.45  -0.293
P: -2.68 1.12 2.13  0.702
C: -1.29 1.36 0.97  -0.273
C: -0.54 2.47 0.92  -0.338
P: -0.83 3.91 2.03  0.556
O: -1.07 5.13 0.97  -0.332
Cl: 1.11 4.30 2.58  0.281
C: 0.60 2.49 -0.07  -0.409
O: 0.95 3.53 -0.59  0.101
C: 1.22 1.18 -0.33  0.070
C: 0.49 0.06 -0.28  -0.124
C: 1.15 -1.29 -0.49  -0.077
C: 0.42 -2.28 -1.42  -0.372
O: -0.32 -1.65 -2.43  -0.011
C: 1.45 -3.22 -2.07  -0.227
N: 1.48 -4.53 -1.39  -0.001
C: -0.96 0.22 0.05  -0.325
O: -1.86 -0.47 -0.37  0.129
H: -1.31 0.13 3.45  -0.042
H: -3.65 0.46 1.35  0.011
H: -3.19 2.41 2.34  -0.030
H: -1.98 5.41 1.08  0.045
H: 2.27 1.16 -0.55  0.133
H: 1.28 -1.71 0.50  0.136
H: 2.15 -1.10 -0.87  0.109
H: -0.21 -2.91 -0.81  0.142
H: 0.10 -0.83 -2.69  0.097
H: 2.44 -2.77 -2.08  0.103
H: 1.12 -3.39 -3.09  0.114
H: 1.74 -4.41 -0.42  0.062
H: 2.24 -5.06 -1.80  0.062

Values from the calculation:
Largest force on an atom   1.2 eV/Å
Total charge   0
SMILES string   N=[PH2]C1=C(P(O)Cl)C(=O)C=C(C[C@@H](O)CN)C1=O



no.,E (eV),HOMO (eV),E_LUMO (eV)
1,-7855.6218,-8.46,0.9
2,-51812.1708,-9.15,-1.7